ORCA calculation (ωB97M-V/def2-TZVPD) on a molecular structure, C2H5BrS at a distorted geometry.

* highest occupied orbital energy: -8.85 eV
* charge: 0
* energy above the lowest of the compared OMol25 structures with the same formula, charge and spin: 84.5 kcal/mol
* frontier orbital gap: 8.33 eV

Last column: natural (NBO) charge in e.
Positions of all 9 atoms, in Å:
C 1.487 -0.599 -0.683  -0.785
C -0.930 0.593 -0.226  -0.413
S -0.245 -0.593 -1.218  0.403
Br -2.787 0.830 -0.555  0.076
H 2.015 -1.542 -1.088  0.242
H 1.703 -0.455 0.395  0.255
H 2.028 0.173 -1.269  0.235
H -1.932 0.978 2.642  -0.015
H -1.340 0.615 2.001  0.000

---

ORCA calculation (ωB97M-V/def2-TZVPD) on C2H5BrS2 in the gas phase at a distorted geometry.

* structure (SMILES): CC(S)(S)Br
* highest occupied orbital energy: -9.22 eV
* charge: 0
* energy above the lowest of the compared OMol25 structures with the same formula, charge and spin: 9.0 kcal/mol
* frontier orbital gap: 9.55 eV

Last column: natural (NBO) charge in e.
Positions of all 10 atoms, in Å:
C -0.160 0.882 -0.673  -0.607
C 0.378 -0.120 0.685  -0.405
S -0.994 -0.361 1.879  0.041
S 0.770 -1.764 -0.112  -0.017
Br 1.903 0.802 1.503  0.067
H 0.657 1.211 -1.365  0.226
H -0.911 0.197 -1.219  0.212
H -0.539 1.752 -0.141  0.223
H -1.670 -0.917 0.848  0.134
H 0.567 -1.681 -1.404  0.126

---

ORCA calculation (ωB97M-V/def2-TZVPD) on 2 unconnected molecules or ions with the total composition C2H5BrS3 at a distorted geometry.

* highest occupied orbital energy (spin up / spin down): -7.71 / -7.71 eV
* charge: 0
* energy above the lowest of the compared OMol25 structures with the same formula, charge and spin: 34.1 kcal/mol
* frontier orbital gap (spin up / spin down): 5.68 / 5.69 eV

Last column: natural (NBO) charge in e.
Positions of all 11 atoms, in Å:
C -0.102 -1.074 0.909  -0.687
C -1.301 0.659 -0.746  -0.422
S 1.005 -1.444 -0.472  0.037
S -1.781 -0.508 0.449  0.565
S -0.207 2.111 2.080  -0.482
Br -1.708 0.973 3.187  -0.093
H -0.281 -2.006 1.573  0.254
H 0.348 -0.336 1.440  0.261
H -1.922 1.351 -1.211  0.216
H -0.300 0.997 -0.908  0.230
H 0.465 -2.631 -0.497  0.120

---

ORCA calculation (ωB97M-V/def2-TZVPD) on C2H5BrSi in the gas phase at a distorted geometry.

* structure (SMILES): Br[SiH]1CC1
* highest occupied orbital energy: -8.89 eV
* charge: 0
* energy above the lowest of the compared OMol25 structures with the same formula, charge and spin: 28.0 kcal/mol
* frontier orbital gap: 9.23 eV

Last column: natural (NBO) charge in e.
Positions of all 9 atoms, in Å:
Br 3.372 -0.079 0.160  -0.306
Si 1.271 0.751 -0.110  1.004
C -0.133 -0.162 0.764  -0.849
C 0.006 -0.586 -0.704  -0.741
H 1.179 2.416 0.078  -0.078
H -1.028 0.530 1.129  0.245
H -0.058 -1.080 1.304  0.247
H 0.334 -1.569 -0.939  0.241
H -0.599 -0.356 -1.590  0.237

---

ORCA calculation (ωB97M-V/def2-TZVPD) on a molecular structure, C2H5CdF14NO5P2S2 at a distorted geometry.

* highest occupied orbital energy (spin up / spin down): -8.60 / -8.59 eV
* charge: -1
* multiplicity: 2
* energy above the lowest of the compared OMol25 structures with the same formula, charge and spin: 18.1 kcal/mol
* frontier orbital gap (spin up / spin down): 10.02 / 6.25 eV

Last column: natural (NBO) charge in e.
Positions of all 32 atoms, in Å:
Cd 0.069 0.655 0.172  1.815
C -2.137 -0.618 3.019  -0.612
C -0.727 0.019 3.111  -0.124
O -0.619 0.932 2.038  -0.369
H -2.088 -1.389 3.788  0.236
H -2.377 -1.198 2.127  0.256
H -3.008 0.013 3.192  0.231
H -0.032 -0.820 3.158  0.219
H -0.526 0.538 4.048  0.203
N 1.849 0.499 -0.398  -1.293
S 3.196 -0.053 0.218  2.374
O 4.082 0.873 0.876  -0.878
O 3.777 -1.309 -0.336  -0.814
F 2.478 -0.641 1.501  -0.531
S 2.734 0.723 -1.897  2.346
O 2.727 -0.300 -2.917  -0.814
O 3.900 1.568 -1.918  -0.838
F 1.619 1.720 -2.445  -0.493
P -0.422 -2.789 -1.023  2.596
F 0.502 -1.986 -2.130  -0.594
F -1.735 -2.615 -1.986  -0.561
F 0.162 -4.085 -1.815  -0.584
F -1.230 -3.615 0.110  -0.571
F 0.937 -2.910 -0.136  -0.598
F -0.655 -1.325 -0.259  -0.655
P -1.811 2.657 -1.434  2.594
F -1.319 1.281 -2.157  -0.604
F -2.327 1.699 -0.176  -0.611
F -0.350 2.630 -0.707  -0.624
F -2.286 3.997 -0.643  -0.560
F -1.208 3.406 -2.717  -0.569
F -3.176 2.441 -2.265  -0.571

---

ORCA calculation (ωB97M-V/def2-TZVPD) on 2 unconnected molecules or ions with the total composition C2H5Cl2N2P at a distorted geometry.

* highest occupied orbital energy (spin up / spin down): -9.42 / -9.37 eV
* charge: 0
* energy above the lowest of the compared OMol25 structures with the same formula, charge and spin: 35.5 kcal/mol
* frontier orbital gap (spin up / spin down): 6.78 / 6.70 eV

Last column: natural (NBO) charge in e.
Positions of all 12 atoms, in Å:
C -1.913 1.648 -0.266  0.074
C 1.234 -2.081 0.539  -0.452
N -1.471 0.521 -0.604  -0.716
N 0.189 -1.079 0.597  -0.793
P 0.144 0.219 -0.301  1.683
Cl 0.775 3.164 0.659  -0.651
Cl 0.857 0.206 -2.183  -0.203
H -2.915 1.772 -0.383  0.162
H -1.455 2.629 0.034  0.240
H 1.852 -2.015 1.370  0.220
H 1.889 -1.979 -0.338  0.201
H 0.813 -3.006 0.876  0.237

---

ORCA calculation (ωB97M-V/def2-TZVPD) on 2 unconnected molecules or ions with the total composition C2H5ClFOP at a distorted geometry.

* highest occupied orbital energy (spin up / spin down): -9.43 / -9.43 eV
* charge: 0
* energy above the lowest of the compared OMol25 structures with the same formula, charge and spin: 61.8 kcal/mol
* frontier orbital gap (spin up / spin down): 8.37 / 8.36 eV

Last column: natural (NBO) charge in e.
Positions of all 11 atoms, in Å:
C 0.043 0.341 -0.572  -0.629
C 0.563 -0.214 0.745  -0.092
O 1.796 0.283 1.099  -0.691
F 3.960 -1.622 0.171  -0.575
P 3.371 -0.279 -0.597  1.284
Cl 4.765 1.001 -0.080  -0.236
H 0.664 0.033 -1.504  0.191
H -0.991 -0.217 -0.818  0.206
H 0.013 1.416 -0.545  0.211
H 0.283 -1.263 0.704  0.145
H -0.060 0.100 1.573  0.185

---

ORCA calculation (ωB97M-V/def2-TZVPD) on C2H5ClN2 in the gas phase at a distorted geometry.

* structure (SMILES): CN/C=N/Cl
* highest occupied orbital energy: -9.14 eV
* charge: 0
* energy above the lowest of the compared OMol25 structures with the same formula, charge and spin: 43.4 kcal/mol
* frontier orbital gap: 9.96 eV

Last column: natural (NBO) charge in e.
Positions of all 10 atoms, in Å:
C 1.143 0.274 -0.826  -0.421
N -0.273 0.133 -0.750  -0.604
C -0.971 -0.170 0.508  0.246
N -0.329 0.019 1.565  -0.470
Cl -1.100 -0.370 3.080  0.071
H 1.593 0.272 -1.807  0.211
H 1.271 1.255 -0.465  0.216
H 1.540 -0.573 -0.273  0.200
H -0.866 -0.508 -1.358  0.376
H -2.007 -0.331 0.327  0.177

---

ORCA calculation (ωB97M-V/def2-TZVPD) on C2H5ClN2O in the gas phase at a distorted geometry.

* structure (SMILES): OCN1N[C@H]1Cl
* highest occupied orbital energy: -9.87 eV
* charge: 0
* energy above the lowest of the compared OMol25 structures with the same formula, charge and spin: 84.3 kcal/mol
* frontier orbital gap: 10.73 eV

Last column: natural (NBO) charge in e.
Positions of all 11 atoms, in Å:
O 1.067 0.051 -1.222  -0.698
C -0.046 0.521 -0.479  0.098
N -0.783 -0.587 0.297  -0.317
N -1.679 0.007 1.154  -0.467
C -0.838 -0.852 1.673  0.029
Cl -1.300 -2.425 2.028  0.005
H 1.081 -0.982 -0.832  0.480
H 0.326 1.345 0.064  0.155
H -0.960 0.862 -0.932  0.169
H -2.551 -0.434 1.303  0.354
H -0.005 -0.537 2.406  0.192

---

ORCA calculation (ωB97M-V/def2-TZVPD) on 2 unconnected molecules or ions with the total composition C2H5ClN2O2 at a distorted geometry.

* structure (SMILES): O/N=N\O.C=CCl
* highest occupied orbital energy: -9.94 eV
* charge: 0
* energy above the lowest of the compared OMol25 structures with the same formula, charge and spin: 55.3 kcal/mol
* frontier orbital gap: 10.69 eV

Last column: natural (NBO) charge in e.
Positions of all 12 atoms, in Å:
O -0.640 1.414 0.781  -0.557
N -1.023 1.109 -0.504  0.069
N -2.046 0.538 -0.713  0.065
O -2.975 0.185 0.254  -0.566
H 0.160 1.935 0.560  0.490
H -3.637 -0.452 -0.183  0.494
C 1.406 -1.315 0.384  -0.391
C 1.870 -0.426 -0.453  -0.228
Cl 2.468 1.102 -0.007  -0.005
H 1.279 -0.958 1.341  0.207
H 1.146 -2.336 -0.068  0.223
H 1.992 -0.796 -1.391  0.200

---

ORCA calculation (ωB97M-V/def2-TZVPD) on C2H5ClNP in the gas phase at a distorted geometry.

* structure (SMILES): CC/N=P/Cl
* highest occupied orbital energy (spin up / spin down): -9.21 / -8.52 eV
* charge: 0
* energy above the lowest of the compared OMol25 structures with the same formula, charge and spin: 70.4 kcal/mol
* frontier orbital gap (spin up / spin down): 8.13 / 8.28 eV

Last column: natural (NBO) charge in e.
Positions of all 10 atoms, in Å:
C 1.159 0.327 0.423  -0.615
C 0.410 -0.390 -0.606  -0.345
N -0.878 -0.949 -0.290  -0.390
P -2.183 0.681 0.431  0.540
Cl -3.890 -0.123 0.196  -0.230
H 0.637 1.192 0.757  0.204
H 1.195 -0.265 1.356  0.215
H 2.262 0.657 0.117  0.222
H 0.996 -1.286 -0.917  0.192
H 0.292 0.155 -1.467  0.207

---

ORCA calculation (ωB97M-V/def2-TZVPD) on C2H5ClOS in the gas phase at a distorted geometry.

* structure (SMILES): O[C@H](S)CCl
* highest occupied orbital energy: -9.27 eV
* charge: 0
* energy above the lowest of the compared OMol25 structures with the same formula, charge and spin: 15.7 kcal/mol
* frontier orbital gap: 9.61 eV

Last column: natural (NBO) charge in e.
Positions of all 10 atoms, in Å:
O 1.185 -0.908 0.072  -0.705
C -0.067 -0.332 0.025  0.035
S -0.815 -0.114 -1.737  -0.130
C -0.163 1.099 0.658  -0.419
Cl 0.986 2.291 -0.005  -0.032
H 1.064 -1.908 0.361  0.485
H -0.739 -1.120 0.547  0.183
H -0.439 -1.331 -2.233  0.133
H 0.135 0.884 1.776  0.228
H -1.146 1.439 0.536  0.223

---

ORCA calculation (ωB97M-V/def2-TZVPD) on C2H5ClOS in the gas phase at a distorted geometry.

* structure (SMILES): CS[C@@H](O)Cl
* highest occupied orbital energy: -8.87 eV
* charge: 0
* energy above the lowest of the compared OMol25 structures with the same formula, charge and spin: 18.6 kcal/mol
* frontier orbital gap: 9.57 eV

Last column: natural (NBO) charge in e.
Positions of all 10 atoms, in Å:
C -0.066 -0.915 -1.043  -0.738
S 0.580 -1.402 0.583  0.104
C 0.565 0.126 1.660  0.008
O -0.670 0.511 1.716  -0.701
Cl 1.459 -0.345 3.138  -0.064
H -1.113 -0.905 -0.987  0.223
H 0.506 -1.561 -1.708  0.244
H 0.442 0.105 -0.985  0.222
H 1.209 0.881 1.161  0.198
H -1.359 -0.118 2.160  0.503

---

ORCA calculation (ωB97M-V/def2-TZVPD) on 2 unconnected molecules or ions with the total composition C2H5ClS at a distorted geometry.

* structure (SMILES): CC=S.Cl
* highest occupied orbital energy: -8.61 eV
* charge: 0
* energy above the lowest of the compared OMol25 structures with the same formula, charge and spin: 12.6 kcal/mol
* frontier orbital gap: 8.59 eV

Last column: natural (NBO) charge in e.
Positions of all 9 atoms, in Å:
C 0.076 -0.857 -0.728  -0.698
C -0.110 0.595 -0.974  -0.269
S -0.214 1.329 -2.386  0.058
H -0.900 -1.467 -1.110  0.247
H 1.008 -1.113 -1.276  0.244
H 0.218 -1.051 0.336  0.219
H -0.158 1.186 0.004  0.195
Cl 1.624 1.927 2.071  -0.271
H 2.630 1.137 2.289  0.274

---

ORCA calculation (ωB97M-V/def2-TZVPD) on a molecular structure, C2H5CsO3 at a distorted geometry.

* highest occupied orbital energy (spin up / spin down): -11.17 / -14.01 eV
* charge: +1
* multiplicity: 2
* energy above the lowest of the compared OMol25 structures with the same formula, charge and spin: 73.1 kcal/mol
* frontier orbital gap (spin up / spin down): 6.42 / 7.95 eV

Last column: natural (NBO) charge in e.
Positions of all 11 atoms, in Å:
H 0.197 -1.170 -1.484  0.158
O -1.018 -2.551 -0.650  -0.197
O -2.070 -2.020 -1.337  -0.087
C 0.107 -2.028 -0.809  -0.068
H 0.940 -2.714 -0.646  0.198
Cs -3.149 1.115 -1.401  0.996
O -0.033 2.307 0.584  -0.319
C 1.004 1.847 1.303  -0.320
H 1.272 0.750 1.055  0.172
H 1.879 2.473 0.996  0.262
H 0.872 1.993 2.389  0.205

---

ORCA calculation (ωB97M-V/def2-TZVPD) on C2H5FIN in the gas phase at a distorted geometry.

* structure (SMILES): C[C@@](N)(F)I
* highest occupied orbital energy: -8.93 eV
* charge: 0
* energy above the lowest of the compared OMol25 structures with the same formula, charge and spin: 6.8 kcal/mol
* frontier orbital gap: 8.69 eV

Last column: natural (NBO) charge in e.
Positions of all 10 atoms, in Å:
C -0.616 -0.520 0.944  -0.704
C 0.141 0.355 -0.016  0.673
N -0.212 0.331 -1.309  -0.827
F 0.213 1.683 0.410  -0.359
I 2.635 -0.185 0.266  -0.332
H -1.585 -0.672 0.426  0.226
H -0.085 -1.431 1.128  0.255
H -0.594 0.146 1.727  0.249
H 0.539 0.847 -1.781  0.408
H -0.435 -0.555 -1.794  0.410

---

ORCA calculation (ωB97M-V/def2-TZVPD) on C2H5FN2 in the gas phase at a distorted geometry.

* structure (SMILES): [H]/N=C(/N)CF
* highest occupied orbital energy: -9.04 eV
* charge: 0
* energy above the lowest of the compared OMol25 structures with the same formula, charge and spin: 34.7 kcal/mol
* frontier orbital gap: 9.98 eV

Last column: natural (NBO) charge in e.
Positions of all 10 atoms, in Å:
H -1.641 -1.287 -0.156  0.322
N -1.776 -0.282 -0.169  -0.738
C -0.599 0.189 0.083  0.386
N -0.079 1.360 0.014  -0.823
C 0.602 -0.741 0.036  -0.028
F 1.749 0.054 -0.187  -0.359
H -0.784 2.075 -0.068  0.402
H 1.072 1.343 -0.147  0.461
H 0.912 -1.085 1.109  0.182
H 0.545 -1.626 -0.516  0.196

---

ORCA calculation (ωB97M-V/def2-TZVPD) on a gas-phase ion, C2H5FNO (charge -1) at a distorted geometry.

* structure (SMILES): [O-]NCCF
* highest occupied orbital energy: -1.38 eV
* charge: -1
* energy above the lowest of the compared OMol25 structures with the same formula, charge and spin: 112.5 kcal/mol
* frontier orbital gap: 5.85 eV

Last column: natural (NBO) charge in e.
Positions of all 10 atoms, in Å:
O -1.886 -0.996 -0.056  -0.797
N -1.631 0.287 0.043  -0.278
C 0.014 0.514 -0.611  -0.399
C 0.922 -0.216 0.357  -0.002
F 2.021 -0.614 -0.229  -0.383
H -1.428 0.314 1.027  0.258
H -0.021 -0.027 -1.573  0.178
H 0.509 1.510 -0.774  0.139
H 0.439 -1.165 0.552  0.169
H 1.059 0.393 1.264  0.117

---

ORCA calculation (ωB97M-V/def2-TZVPD) on C2H5FO2 in the gas phase at a distorted geometry.

* structure (SMILES): CO[C@H](O)F
* highest occupied orbital energy: -10.30 eV
* charge: 0
* energy above the lowest of the compared OMol25 structures with the same formula, charge and spin: 40.6 kcal/mol
* frontier orbital gap: 11.11 eV

Last column: natural (NBO) charge in e.
Positions of all 10 atoms, in Å:
C -1.355 0.138 0.275  -0.271
O -0.174 0.942 0.151  -0.581
C 0.990 0.013 -0.513  0.715
O 1.516 -0.882 0.256  -0.677
F 1.865 0.954 -1.016  -0.341
H -1.883 0.682 0.924  0.191
H -1.172 -0.841 0.722  0.169
H -2.010 0.045 -0.602  0.166
H 0.321 -0.537 -1.242  0.134
H 1.903 -0.512 1.045  0.496

---

ORCA calculation (ωB97M-V/def2-TZVPD) on C2H5FO2 in the gas phase at a distorted geometry.

* structure (SMILES): CO[C@H](O)F
* highest occupied orbital energy: -10.52 eV
* charge: 0
* energy above the lowest of the compared OMol25 structures with the same formula, charge and spin: 49.0 kcal/mol
* frontier orbital gap: 11.50 eV

Last column: natural (NBO) charge in e.
Positions of all 10 atoms, in Å:
C 1.272 -0.378 0.082  -0.261
O 0.010 -0.746 0.391  -0.511
C -0.960 -0.220 -0.315  0.761
O -1.071 1.421 0.091  -0.873
F -2.116 -0.757 -0.099  -0.295
H 1.301 0.628 -0.253  0.208
H 1.755 -1.110 -0.493  0.182
H 1.903 -0.441 1.077  0.191
H -0.640 -0.043 -1.423  0.131
H -1.455 1.645 0.943  0.468